Entry 1:
ORCA calculation (ωB97M-V with the def2-TZVPD basis set) on C15H29F7N2O17PS3 as an isolated structure in a non-equilibrium geometry.

Each line ends with the Löwdin charge.
CARTESIAN COORDINATES (ANGSTROEM)
S 2.052434 -1.042611 3.889495  0.79
S -3.420709 -3.161660 -1.676357  0.81
S 3.481487 2.657349 -0.948156  0.80
P 0.181789 -0.115750 -0.625067  0.56
F 1.772117 -0.116080 -1.099052  -0.12
F 1.006274 -3.080785 -0.374075  0.03
F -0.140929 1.123844 -1.519260  -0.14
F -0.343427 -1.146261 -1.865262  -0.14
F 0.540694 -1.373286 0.274461  -0.21
F 0.398641 0.788324 0.691540  -0.24
F -1.397136 -0.185514 -0.007432  -0.25
O 3.016663 -2.162436 3.870028  -0.24
O 0.657834 -1.332442 3.114241  -0.20
O 1.513061 -5.338233 3.407371  0.14
O -1.945237 -2.486862 -1.998117  -0.16
O -0.899917 2.983367 -2.123758  0.02
O 2.698814 2.493389 0.287652  -0.23
O 3.616120 1.210457 -1.686264  -0.17
O -2.775322 -4.074349 -0.422405  -0.19
O 0.922866 -4.514427 1.395575  0.16
O 1.704028 -0.441629 5.193372  -0.27
O 2.548495 -3.453811 2.538136  -0.08
O 2.472197 3.212650 -2.184863  -0.16
O 2.521942 0.022820 2.711035  -0.15
O -0.381428 1.776940 3.528997  0.05
O -4.394915 -2.085908 -1.250875  -0.31
O 4.769283 3.367628 -0.865124  -0.25
O -3.824066 -4.070803 -2.780669  -0.29
N -2.189823 2.124402 2.144492  0.09
N -1.175789 1.563202 -3.864252  0.09
C 2.670081 -2.833932 1.292397  0.00
C 0.198641 0.958419 -3.844518  -0.07
C 1.622023 -4.495245 2.526738  -0.48
C 0.206286 -0.169525 2.402122  -0.14
C -1.849379 3.319196 4.285887  -0.01
C -1.432980 2.371448 3.264923  -0.47
C -1.182445 -2.324850 -0.860790  -0.37
C -3.016165 2.932834 -3.228657  0.01
C -1.800810 1.211428 1.090948  -0.11
C -1.617940 -3.414049 0.093456  -0.14
C 2.640462 0.979280 -2.648568  -0.22
C 1.673495 2.194601 -2.683317  -0.30
C 1.536214 0.282617 1.786984  -0.33
C 1.158518 -3.204065 0.929786  -0.33
C -1.578549 2.500378 -3.064298  -0.54
H -3.619640 2.168795 -3.718726  0.08
H 1.279224 2.464844 -3.662920  0.12
H -2.854444 3.904215 -3.695968  0.09
H -2.226070 2.905449 5.221304  0.09
H -1.072060 4.029522 4.567490  0.09
H -1.433892 -1.362920 -0.414063  0.01
H -0.496755 -0.466311 1.623816  0.11
H -0.031286 -0.082042 -4.074050  0.11
H -2.036910 0.186948 1.378678  0.12
H 0.636790 1.038186 -2.849650  0.00
H -0.285744 0.524833 3.083202  0.02
H -1.670868 -3.133594 1.145420  0.14
H 3.123313 0.760666 -3.601025  0.14
H 2.951040 -1.783049 1.361801  0.13
H 2.003709 0.105023 -2.513150  0.09
H 1.403081 1.309063 1.445241  0.12
H -3.149057 2.436561 2.094311  0.13
H 1.794547 -0.069709 0.788366  0.11
H -0.855957 -4.193444 0.087202  0.11
H -1.976177 1.080577 -4.247095  0.14
H -3.519969 3.182680 -2.294931  0.08
H -2.245437 1.307384 0.100394  0.13
H 0.846146 1.364604 -4.621602  0.11
H 3.384225 -3.361022 0.659718  0.14
H 0.851073 1.954424 -2.009495  0.04
H 0.513999 -2.492192 1.445466  0.14
H -2.643687 3.973921 3.927415  0.07
H -0.735032 1.221677 0.862628  0.00
H -0.147652 -2.425147 -1.188277  0.11

Forces on atoms 1 to 2 (eV/Å):
0.7 0.5 0.9
-0.1 0.6 -0.5

Calculated values
- E (eV) = -114605.2116
- energy above the lowest of the compared OMol25 structures with the same formula, charge and spin (eV) = 30.5270
- HOMO-LUMO gap (eV) = 8.420
- net charge = -1
- highest occupied orbital energy (eV) = -6.27
- spin multiplicity = 1

***

Entry 2:
ORCA calculation (ωB97M-V with the def2-TZVPD basis set) on C15H29N2O3RbSi as an isolated structure.

Each line ends with the Löwdin charge.
CARTESIAN COORDINATES (ANGSTROEM)
Rb -0.189760 -0.307337 -0.148931  0.77
Si -2.567585 2.171177 0.490902  0.39
O 0.638366 -0.834964 -2.818109  -0.07
O -0.180553 -1.289614 2.569051  -0.30
O -2.283608 -2.446530 0.867309  -0.23
N 2.985913 -0.237003 -0.414906  0.08
N 2.669668 -0.153854 -3.536147  0.08
C 5.703811 0.311842 -0.167735  -0.06
C -2.358267 -2.340885 2.277871  -0.20
C -1.581770 -1.153145 2.801352  -0.21
C 3.689608 -0.666051 0.629734  -0.12
C 4.981278 0.764488 -1.260229  -0.02
C 5.043988 -0.424486 0.799831  -0.05
C 2.818909 0.903881 -2.547832  -0.11
C 1.572816 -0.951938 -3.594802  -0.53
C 3.629681 0.465044 -1.351453  -0.26
C -4.312126 1.887722 -0.296685  -0.31
C -3.342628 -1.762393 0.207653  -0.11
C 0.458122 -2.148174 3.486575  -0.10
C -3.115276 2.688859 2.267525  -0.31
C 1.582655 -2.004547 -4.674922  0.01
C -2.152869 3.896616 -0.256328  -0.32
H -3.870238 3.484702 2.246601  0.01
H -4.850408 1.054005 0.167808  -0.01
H -3.404901 -2.260632 2.592836  0.13
H 0.313595 -1.802490 4.515938  0.10
H 6.758097 0.535556 -0.073041  0.11
H -1.980284 3.828347 -1.335058  0.00
H -3.216625 -1.927754 -0.861432  0.10
H 0.617021 -1.998047 -5.175610  0.09
H -1.960589 -3.273711 2.683331  0.12
H -2.265151 3.051183 2.854340  0.00
H 5.561976 -0.796923 1.672448  0.11
H 2.374129 -1.852382 -5.406906  0.08
H -1.246558 4.314472 0.192923  -0.01
H 1.707868 -2.979405 -4.204073  0.09
H -4.313146 -2.168843 0.511665  0.10
H -1.895824 -0.244119 2.275742  0.07
H 1.817956 1.186301 -2.231605  0.12
H 3.136483 -1.228326 1.374773  0.10
H 1.523076 -2.133200 3.259052  0.08
H -3.548239 1.843596 2.815048  -0.01
H 0.103439 -3.180244 3.410602  0.09
H -3.320610 -0.685255 0.403221  0.03
H -4.943465 2.777974 -0.182218  0.01
H -4.238908 1.670143 -1.367408  0.00
H -1.754930 -1.006480 3.873398  0.13
H 5.461253 1.351292 -2.033235  0.11
H -2.966562 4.614693 -0.093774  0.01
H 3.417681 -0.303627 -4.189696  0.14
H 3.293494 1.760459 -3.025410  0.13

Forces on atoms 1 to 2 (eV/Å):
0.1 -0.1 -0.1
-0.1 0.0 0.0

Calculated values
- E (eV) = -33680.2070
- energy above the lowest of the compared OMol25 structures with the same formula, charge and spin (eV) = 0.3141
- HOMO-LUMO gap (eV) = 4.881
- highest occupied orbital energy (eV) = -4.94
- spin multiplicity = 1

***

> highest occupied orbital energy of number 1 (C15H29F7N2O17PS3)?

-6.27 eV